#A
Computed, not measured: 2 unconnected molecules or ions with the total composition C6H8N2O, with the ωB97M-V functional and the def2-TZVPD basis.

The geometry in ORCA input format:
```
! RIJCOSX wB97M-V def2-TZVPD def2/J DEFGRID3
* xyz 0 1
H 1.386 -3.870 -0.080
H -2.836 1.134 -0.769
H -2.602 1.440 0.952
O -0.124 1.674 0.189
C 3.110 1.362 -0.484
C -0.205 0.470 0.156
N 2.991 0.329 0.158
H -3.649 0.110 0.429
H -1.597 -0.988 -0.617
N 0.801 -0.385 0.054
C -1.552 -0.293 0.223
C -2.736 0.659 0.209
C 1.191 -2.844 -0.029
H -1.536 -0.876 1.146
H 4.095 1.835 -0.544
C 0.930 -1.661 0.026
H 2.334 1.903 -1.019
*
```

Calculated values
E_HOMO (spin up / spin down) = -9.217 / -8.887 eV
frontier orbital gap (spin up / spin down) = 8.704 / 6.819 eV

---

#B
Computed, not measured: C6H8N2O in the gas phase, with the ωB97M-V functional and the def2-TZVPD basis.

The geometry in ORCA input format:
```
! RIJCOSX wB97M-V def2-TZVPD def2/J DEFGRID3
* xyz 0 1
C -2.061 0.831 -0.344
H 1.484 2.093 -0.699
O -0.708 -2.360 0.392
H -2.966 0.571 0.210
H -0.425 0.430 1.876
C -0.684 -1.161 0.441
C 1.962 -0.554 -0.466
N -1.197 -0.317 -0.580
H 3.918 -1.580 -0.943
C 0.889 0.471 0.166
H -1.383 -0.827 -1.436
H -1.500 1.591 0.200
N 0.944 1.728 0.082
H 0.875 -0.848 1.900
C 2.998 -1.084 -0.791
C 0.197 -0.252 1.293
H -2.344 1.268 -1.300
*
```

Calculated values
E_HOMO = -9.573 eV
frontier orbital gap = 10.419 eV

---

#C
Computed, not measured: C6H8N2O in the gas phase, with the ωB97M-V functional and the def2-TZVPD basis.

The geometry in ORCA input format:
```
! RIJCOSX wB97M-V def2-TZVPD def2/J DEFGRID3
* xyz 0 1
H -0.698 -2.279 -1.044
H 1.133 2.924 -1.940
H -1.596 1.185 -0.381
H -0.635 -0.293 2.167
N 2.043 1.170 -2.077
H 2.727 -0.735 -1.639
C 1.001 1.841 -1.520
N 2.098 0.003 -1.463
C 1.062 -0.106 -0.637
H 0.952 -1.714 1.153
C -0.668 -0.430 1.023
O -0.043 -2.428 -0.349
H -0.861 1.778 1.056
C -0.837 0.930 0.318
C 0.361 1.040 -0.603
H -1.559 -1.134 1.169
C 0.402 -1.303 0.306
*
```

Calculated values
E_HOMO = -9.070 eV
frontier orbital gap = 9.894 eV

---

#D
Computed, not measured: C6H8N2O in the gas phase, with the ωB97M-V functional and the def2-TZVPD basis.

The geometry in ORCA input format:
```
! RIJCOSX wB97M-V def2-TZVPD def2/J DEFGRID3
* xyz 0 1
H 1.675 1.494 -0.183
N -1.647 1.434 -1.596
C 0.520 -0.843 1.710
H 1.834 1.355 1.590
N 0.399 0.114 0.753
C -0.917 0.453 -1.344
C -0.330 -1.896 1.413
C -0.477 -0.334 -0.211
O -0.171 0.333 -2.804
C -0.928 -1.596 0.169
H 0.708 0.000 -2.590
H -1.638 -2.216 -0.376
H -0.516 -2.763 2.041
H 0.437 2.215 0.875
H 1.190 -0.696 2.554
C 1.125 1.370 0.757
H -1.264 1.576 -2.758
*
```

Calculated values
E_HOMO = -8.839 eV
frontier orbital gap = 9.558 eV

---

Most favorable structure: #C. The second most favorable one is 0.174 eV above it.

---

#A
Computed, not measured: 2 unconnected molecules or ions with the total composition C17H21NO5, with the ωB97M-V functional and the def2-TZVPD basis.

The geometry in ORCA input format:
```
! RIJCOSX wB97M-V def2-TZVPD def2/J DEFGRID3
* xyz 0 1
H 1.960 0.586 -4.828
H -1.792 4.429 -0.054
H 0.674 2.102 -0.264
C 3.119 -0.071 -2.747
C -1.085 -0.023 1.005
C 2.728 1.045 -3.606
C -1.639 -3.579 2.253
N 1.199 2.877 -0.664
C 0.395 4.053 -0.523
H -1.661 -6.150 -0.656
C -0.964 -6.527 0.220
H -1.334 0.432 3.178
H -1.931 -4.203 3.254
H 0.493 1.908 -3.060
H -0.023 -6.239 -0.041
H 3.214 1.724 -3.936
C -1.621 -2.233 2.262
H -0.451 -1.784 -0.646
C 2.079 -0.731 -2.023
C -0.815 -2.183 0.153
H 1.568 -1.527 -2.702
O -1.346 -5.870 1.237
H -1.209 -7.649 0.511
C 2.226 2.682 -1.751
H 2.364 -1.183 -1.254
O -1.003 3.000 2.900
H -1.673 -1.739 3.099
O 1.037 0.402 -1.924
C -1.406 0.807 2.271
C -1.065 -1.418 1.390
H 4.033 0.180 -2.347
H -0.331 -4.070 -0.809
C -0.819 3.960 0.610
O -0.988 2.667 0.834
C -1.089 -3.596 0.100
H -0.703 0.370 0.110
H 2.129 3.589 -2.262
H -0.220 4.442 1.497
C -0.984 2.157 2.008
H 3.104 2.201 -1.420
C -1.304 -4.381 1.210
O 0.544 4.875 -1.346
C 1.599 1.453 -2.709
H 3.774 -0.779 -3.470
*
```

Calculated values
E_HOMO = -8.675 eV
frontier orbital gap = 7.619 eV

---

#B
Computed, not measured: C17H21NO5 in the gas phase, with the ωB97M-V functional and the def2-TZVPD basis.

The geometry in ORCA input format:
```
! RIJCOSX wB97M-V def2-TZVPD def2/J DEFGRID3
* xyz 0 1
C 3.569 0.779 0.317
C -4.479 -2.803 0.317
C 1.914 -0.669 -0.650
H -4.439 -3.068 -0.742
O -4.312 -0.424 -0.793
H 1.268 3.823 -1.036
H 0.396 3.288 1.197
C 2.828 1.886 -0.045
H 0.090 2.742 -1.802
O 3.867 -1.573 0.499
H -5.448 -2.343 0.524
N -0.918 1.840 0.621
C 3.230 -2.350 1.498
H -2.200 2.472 -1.828
C 3.112 -0.505 0.056
C -2.812 2.209 -0.967
O -3.428 -1.911 0.644
O 1.378 -1.902 -0.962
H -3.682 1.654 -1.306
C 1.176 0.453 -1.001
H 3.000 -1.736 2.374
H 3.188 2.874 0.200
H -3.137 3.131 -0.488
C 1.606 1.732 -0.681
H -1.698 -0.583 2.372
C -1.288 -0.315 1.398
C -3.450 -0.722 0.007
H 0.242 0.296 -1.522
H 4.505 0.887 0.843
C -2.335 0.111 0.414
C -2.053 1.369 -0.010
H -0.711 -1.172 1.043
H 3.939 -3.130 1.770
H -4.334 -3.684 0.937
H 3.185 -2.903 -1.289
C -0.399 0.901 1.494
C -0.220 3.064 0.322
H 2.341 -2.326 -2.746
H 2.305 -2.806 1.134
H -0.938 3.872 0.164
C 0.696 2.903 -0.909
C 2.205 -2.746 -1.744
H 1.677 -3.696 -1.819
O 0.567 1.080 2.195
*
```

Calculated values
E_HOMO = -8.382 eV
frontier orbital gap = 9.122 eV

---

#C
Computed, not measured: C17H21NO5 in the gas phase, with the ωB97M-V functional and the def2-TZVPD basis.

The geometry in ORCA input format:
```
! RIJCOSX wB97M-V def2-TZVPD def2/J DEFGRID3
* xyz 0 1
H -1.495 -5.045 3.631
C 0.523 1.350 -3.709
N 1.670 1.331 -4.264
C -0.053 0.697 2.689
C -0.542 -0.855 4.488
H -0.676 -2.358 1.459
C -0.968 1.223 -1.724
C 0.374 1.102 -2.291
H 2.602 0.924 -3.013
C -0.213 0.419 4.030
C -1.237 -4.163 3.046
C -0.714 -1.880 3.540
H -0.217 -0.982 -0.272
O -0.253 1.183 -6.691
O -0.655 -0.942 5.843
H 2.128 0.584 -6.113
O -1.037 -3.139 3.986
H -1.013 1.580 -7.128
C -0.218 -0.307 1.748
C -1.027 -2.143 6.479
H -2.099 0.652 -0.008
H 2.111 -0.257 0.211
C -0.547 -1.579 2.194
H -0.926 1.936 0.269
C -1.081 0.976 -0.231
H -2.060 -3.931 2.362
H -1.053 -1.902 7.542
H -0.298 -2.937 6.305
C 1.880 1.553 -5.665
H -2.014 -2.483 6.159
H 2.761 2.198 -5.749
H 1.550 1.385 0.499
H 0.312 3.022 -5.906
H -0.088 1.189 4.774
C 1.463 0.773 -1.523
H 1.128 2.541 -7.417
H -0.409 1.540 -4.240
H 0.198 1.702 2.388
H -0.328 -4.367 2.470
O 2.675 0.695 -2.024
C -0.058 -0.044 0.271
C 0.728 2.170 -6.462
O -1.938 1.533 -2.387
C 1.344 0.469 -0.064
*
```

Calculated values
E_HOMO = -8.041 eV
frontier orbital gap = 8.769 eV

---

Most favorable structure: #B. The second most favorable one is 1.027 eV above it.

---

#A
Computed, not measured: 2 unconnected molecules or ions with the total composition C4H11O, with the ωB97M-V functional and the def2-TZVPD basis.

The geometry in ORCA input format:
```
! RIJCOSX wB97M-V def2-TZVPD def2/J DEFGRID3
* xyz -1 1
C -0.875 0.377 -1.613
H 0.580 -1.158 -2.234
H 0.821 0.493 -2.866
C 1.489 0.250 -0.741
H -0.546 -1.624 3.092
H -1.634 -0.085 -2.283
H 2.409 -0.152 -0.836
H 1.085 -0.110 0.205
H -1.925 -0.606 3.249
H 1.627 1.428 -0.723
C 0.547 -0.090 -1.933
O -0.448 0.164 1.923
H -0.248 -0.082 4.036
C -0.771 -0.469 3.075
H -0.959 1.459 -1.785
H -1.150 0.206 -0.565
*
```

Calculated values
E_HOMO = -2.092 eV
frontier orbital gap = 6.269 eV

---

#B
Computed, not measured: 2 unconnected molecules or ions with the total composition C4H11O, with the ωB97M-V functional and the def2-TZVPD basis.

The geometry in ORCA input format:
```
! RIJCOSX wB97M-V def2-TZVPD def2/J DEFGRID3
* xyz -1 1
C 1.505 -0.579 0.098
H 1.151 0.356 -0.319
H -0.595 2.186 -0.198
H 1.600 -2.547 -0.782
H 2.570 -0.756 -0.093
C -1.459 1.455 -0.190
H 1.606 -1.473 2.063
H -0.950 0.456 -0.168
H 0.254 -0.379 1.854
H 1.957 0.210 2.050
H -1.907 1.553 0.838
O -2.343 1.588 -1.181
C 0.828 -1.806 -0.550
H 0.374 -1.514 -1.493
C 1.301 -0.529 1.610
H 0.151 -2.291 0.136
*
```

Calculated values
E_HOMO = -1.803 eV
frontier orbital gap = 5.623 eV

---

Most favorable structure: #B. The second most favorable one is 0.140 eV above it.

---

#A
Computed, not measured: 2 unconnected molecules or ions with the total composition C4H10NO, with the ωB97M-V functional and the def2-TZVPD basis.

The geometry in ORCA input format:
```
! RIJCOSX wB97M-V def2-TZVPD def2/J DEFGRID3
* xyz 2 2
O -2.120 -2.612 -1.018
H -0.585 2.993 1.993
H 0.193 1.994 0.809
C -1.292 -2.087 -0.354
C 0.374 -0.240 0.049
C -1.030 -0.583 -0.371
H 1.602 -1.611 -0.841
H 2.426 -0.108 -0.471
H -1.816 -0.219 0.299
H 0.590 -0.327 1.116
H 1.315 -0.181 -1.860
H -0.724 -2.735 0.359
H -1.302 -0.194 -1.350
H 0.855 3.504 1.271
C 1.477 -0.506 -0.829
N 0.037 2.912 1.198
*
```

Calculated values
E_HOMO (spin up / spin down) = -17.403 / -17.742 eV
frontier orbital gap (spin up / spin down) = 4.513 / 2.969 eV

---

#B
Computed, not measured: 2 unconnected molecules or ions with the total composition C4H10NO, with the ωB97M-V functional and the def2-TZVPD basis.

The geometry in ORCA input format:
```
! RIJCOSX wB97M-V def2-TZVPD def2/J DEFGRID3
* xyz 2 2
C -0.007 1.001 1.759
H 1.735 -0.474 -0.227
C 1.108 -1.248 0.223
H 1.123 -2.201 -0.303
H 0.612 0.407 2.431
H 1.229 2.801 -2.443
H -1.634 0.693 0.648
H 0.273 1.618 -2.770
O 0.585 2.182 -2.053
H -1.307 -2.490 -0.764
C -0.281 -0.726 0.060
C -1.370 -1.456 -0.418
N -0.629 0.501 0.739
H -0.503 1.852 2.219
H 1.491 -1.296 1.250
H -2.423 -1.166 -0.351
*
```

Calculated values
E_HOMO (spin up / spin down) = -18.254 / -18.251 eV
frontier orbital gap (spin up / spin down) = 6.459 / 4.079 eV

---

Most favorable structure: #B. The second most favorable one is 2.377 eV above it.

---

#A
Computed, not measured: C4H2N2O in the gas phase, with the ωB97M-V functional and the def2-TZVPD basis.

The geometry in ORCA input format:
```
! RIJCOSX wB97M-V def2-TZVPD def2/J DEFGRID3
* xyz 0 1
N 0.237 -3.352 -0.379
C 0.144 -2.213 -0.253
C 0.054 -0.812 -0.046
C 0.098 1.312 -0.497
O 0.354 0.071 -1.019
H -0.594 1.927 1.525
N -0.277 -0.208 1.029
C -0.333 1.125 0.777
H 0.317 2.151 -1.136
*
```

Calculated values
E_HOMO = -10.151 eV
frontier orbital gap = 10.332 eV

---

#B
Computed, not measured: a molecular structure, C4H2N2O, with the ωB97M-V functional and the def2-TZVPD basis.

The geometry in ORCA input format:
```
! RIJCOSX wB97M-V def2-TZVPD def2/J DEFGRID3
* xyz 0 1
H 1.051 -1.923 1.276
C -0.213 1.824 -0.983
C 0.230 0.874 -0.309
N 0.450 -1.318 0.734
H -0.416 -1.683 0.366
O 1.993 0.365 0.912
C -1.496 1.218 -1.180
N -2.537 0.726 -1.323
C 0.938 -0.083 0.507
*
```

Calculated values
E_HOMO = -10.722 eV
frontier orbital gap = 10.081 eV

---

Most favorable structure: #A. The second most favorable one is 2.486 eV above it.

---

#A
Computed, not measured: a molecular structure, C5H6FNO, with the ωB97M-V functional and the def2-TZVPD basis.

The geometry in ORCA input format:
```
! RIJCOSX wB97M-V def2-TZVPD def2/J DEFGRID3
* xyz 0 1
H -2.087 0.474 -0.770
C -1.115 0.524 -0.289
C -0.751 -1.529 -0.365
H 0.195 -0.238 -2.119
H -0.138 -2.409 -0.179
C -0.037 -0.319 -1.044
H -1.549 -0.681 1.640
C -0.891 -0.540 0.802
O 2.255 0.275 -0.269
C 1.131 -0.089 -0.056
H -1.696 -1.804 -0.830
H 0.753 0.288 1.936
N 0.518 -0.354 1.163
F -0.797 1.818 0.006
*
```

Calculated values
E_HOMO = -9.709 eV
frontier orbital gap = 10.553 eV

---

#B
Computed, not measured: 2 unconnected molecules or ions with the total composition C5H6FNO, with the ωB97M-V functional and the def2-TZVPD basis.

The geometry in ORCA input format:
```
! RIJCOSX wB97M-V def2-TZVPD def2/J DEFGRID3
* xyz 0 1
C -0.774 -1.006 0.263
C -2.104 0.429 -0.810
H -2.791 -1.753 -0.651
O -0.995 1.126 -0.411
H 2.991 1.222 -0.276
C -0.186 0.283 0.227
H 1.482 -0.316 1.268
H -2.938 0.842 -1.372
C 0.997 0.641 0.900
H -0.293 -1.844 0.797
H 1.292 1.625 1.382
F 2.953 -0.865 -0.303
C -1.982 -0.893 -0.418
N 2.348 0.507 -0.595
*
```

Calculated values
E_HOMO (spin up / spin down) = -8.435 / -8.434 eV
frontier orbital gap (spin up / spin down) = 8.536 / 8.535 eV

---

Most favorable structure: #A. The second most favorable one is 4.631 eV above it.